# 1
Entry from the OMol25 dataset: an isolated molecule of C5H7N3 in a non-equilibrium geometry (wB97M-V/def2-TZVPD).

Last columns: bonded neighbours and bond lengths (Å).
Cartesian coordinates (Å):
1 N -0.16 0.32 0.15  N3 1.339, C6 1.373, C8 1.291
2 N -1.84 -1.02 0.02  N3 1.270, C5 1.421
3 N -0.58 -0.95 0.14  N1 1.339, N2 1.270
4 C 2.20 0.00 0.73  C6 1.387, C7 1.545, H12 1.087, H15 1.056
5 C -2.32 0.31 -0.03  N2 1.421, C8 1.333, H14 1.127
6 C 1.18 0.51 -0.06  N1 1.373, C4 1.387, C7 1.480, H13 1.103
7 C 2.10 -0.41 -0.76  C4 1.545, C6 1.480, H9 1.111, H10 1.135
8 C -1.21 1.04 -0.06  N1 1.291, C5 1.333, H11 1.084
9 H 1.57 -1.28 -1.20  C7 1.111
10 H 3.08 -0.04 -1.20  C7 1.135
11 H -1.05 2.02 -0.49  C8 1.084
12 H 1.96 -0.60 1.60  C4 1.087
13 H 1.20 1.53 -0.48  C6 1.103
14 H -3.43 0.49 -0.11  C5 1.127
15 H 3.01 0.67 0.86  C4 1.056

Its LUMO energy is 0.90 eV. For the largest force on an atom, the calculation gives 6.46 eV/Å. Its energy above the lowest of the compared OMol25 structures with the same formula, charge and spin is 97.31 kcal/mol. The value obtained for the HOMO-LUMO gap is 10.45 eV. Its structure (SMILES) is c1cn(C2CC2)nn1.

Results of the Mulliken charge analysis, in e, for atoms 1 through 5: number 1, N, carries 0.50; number 2, N, carries -0.51; number 3, N, carries -0.28; number 4, C, carries -0.80; number 5, C, carries -0.40


# 2
Entry from the OMol25 dataset: a cluster of 15 separate species, C17H66NO16S in total (wB97M-V/def2-TZVPD).

Last columns: bonded neighbours and bond lengths (Å).
Cartesian coordinates (Å):
1 S 1.54 -0.76 1.83  O11 1.442, O17 1.428, C23 1.780, H81 1.361
2 O 3.54 4.58 1.40  C31 1.423, H64 0.967
3 O 1.98 -5.85 -1.05  C32 1.425, H51 0.963
4 O -12.04 2.80 -3.44  C33 1.424, H72 0.963
5 O -9.09 -0.57 -3.08  C22 1.425, H92 0.962
6 O -6.54 -3.31 -2.43  C28 1.427, H83 0.962
7 O -3.73 -6.38 0.05  C21 1.417, H65 0.963
8 O 1.07 3.20 -4.51  C29 1.424, H74 0.963
9 O 3.85 2.37 4.43  C27 1.438, H41 0.966
10 O -1.73 -2.99 -0.88  C25 1.435, H97 0.964
11 O 0.70 0.41 1.89  S1 1.442
12 O 1.54 2.89 -0.05  C24 1.432, H56 0.965
13 O 7.61 2.04 3.51  C19 1.428, H50 0.963
14 O 2.77 -2.59 -0.92  C30 1.432, H79 0.965
15 O 3.27 -0.86 5.73  C35 1.428, H57 0.964
16 O -3.45 -0.53 -1.60  C20 1.418, H76 0.966
17 O 1.01 -2.03 2.24  S1 1.428
18 N 3.77 0.69 2.26  C23 1.483, C26 1.522, H43 1.029, H58 1.056
19 C 8.30 3.24 3.16  O13 1.428, H73 1.091, H77 1.088, H88 1.091
20 C -3.38 0.71 -2.27  O16 1.418, H60 1.088, H84 1.094, H100 1.094
21 C -3.05 -6.07 1.26  O7 1.417, H42 1.093, H45 1.090, H87 1.093
22 C -9.36 0.77 -3.45  O5 1.425, H52 1.089, H68 1.091, H86 1.094
23 C 2.95 -0.40 2.85  S1 1.780, N18 1.483, H49 1.086, H98 1.096
24 C 0.85 3.00 -1.30  O12 1.432, H55 1.085, H63 1.091, H93 1.091
25 C -2.47 -3.82 -1.79  O10 1.435, H38 1.090, H54 1.088, H62 1.091
26 C 5.10 0.36 1.60  N18 1.522, C34 1.520, H71 1.094, H94 1.093
27 C 4.66 3.55 4.33  O9 1.438, H40 1.088, H59 1.088, H96 1.089
28 C -6.30 -1.91 -2.28  O6 1.427, H37 1.086, H70 1.091, H95 1.092
29 C 1.65 4.09 -5.46  O8 1.424, H44 1.093, H75 1.088, H101 1.092
30 C 1.44 -2.72 -1.43  O14 1.432, H39 1.089, H46 1.090, H67 1.089
31 C 3.75 5.84 0.77  O2 1.423, H82 1.089, H91 1.092, H99 1.092
32 C 1.21 -6.63 -1.97  O3 1.425, H48 1.093, H61 1.092, H89 1.088
33 C -11.10 3.86 -3.31  O4 1.424, H53 1.092, H78 1.088, H80 1.093
34 C 5.50 -1.10 1.61  C26 1.520, H47 1.096, H66 1.094, H90 1.095
35 C 4.11 -0.56 6.84  O15 1.428, H36 1.091, H69 1.091, H85 1.088
36 H 3.57 -0.01 7.61  C35 1.091
37 H -5.23 -1.78 -2.17  C28 1.086
38 H -2.53 -4.84 -1.43  C25 1.090
39 H 1.14 -1.75 -1.83  C30 1.089
40 H 5.69 3.23 4.29  C27 1.088
41 H 2.93 2.63 4.49  O9 0.966
42 H -2.67 -6.97 1.75  C21 1.093
43 H 3.19 1.20 1.58  N18 1.029
44 H 2.67 4.37 -5.19  C29 1.093
45 H -2.21 -5.43 1.00  C21 1.090
46 H 0.75 -3.01 -0.64  C30 1.090
47 H 4.89 -1.71 0.93  C34 1.096
48 H 0.22 -6.21 -2.12  C32 1.093
49 H 3.52 -1.30 3.09  C23 1.086
50 H 8.25 1.41 3.86  O13 0.963
51 H 1.52 -5.87 -0.21  O3 0.963
52 H -8.75 1.42 -2.82  C22 1.089
53 H -11.41 4.72 -3.91  C33 1.092
54 H -1.96 -3.80 -2.74  C25 1.088
55 H 1.47 3.57 -1.98  C24 1.085
56 H 0.97 2.39 0.55  O12 0.965
57 H 2.54 -1.41 6.05  O15 0.964
58 H 3.94 1.40 3.03  N18 1.056
59 H 4.40 4.09 3.41  C27 1.088
60 H -4.38 1.13 -2.29  C20 1.088
61 H 1.12 -7.67 -1.64  C32 1.092
62 H -3.49 -3.43 -1.92  C25 1.091
63 H -0.10 3.52 -1.18  C24 1.091
64 H 2.71 4.22 1.04  O2 0.967
65 H -4.48 -6.94 0.26  O7 0.963
66 H 6.54 -1.15 1.28  C34 1.094
67 H 1.41 -3.46 -2.22  C30 1.089
68 H -10.41 1.02 -3.31  C22 1.091
69 H 4.53 -1.47 7.28  C35 1.091
70 H -6.65 -1.36 -3.16  C28 1.091
71 H 5.86 0.97 2.09  C26 1.094
72 H -12.88 3.12 -3.11  O4 0.963
73 H 8.79 3.68 4.03  C19 1.091
74 H 1.60 2.40 -4.49  O8 0.963
75 H 1.03 4.98 -5.48  C29 1.088
76 H -2.57 -0.92 -1.57  O16 0.966
77 H 7.55 3.93 2.78  C19 1.088
78 H -10.14 3.50 -3.66  C33 1.088
79 H 3.02 -3.47 -0.59  O14 0.965
80 H -11.01 4.17 -2.26  C33 1.093
81 H 2.05 -0.85 0.57  S1 1.361
82 H 4.68 6.25 1.17  C31 1.089
83 H -7.49 -3.43 -2.53  O6 0.962
84 H -2.72 1.42 -1.74  C20 1.094
85 H 4.92 0.06 6.47  C35 1.088
86 H -9.09 0.95 -4.50  C22 1.094
87 H -3.70 -5.53 1.96  C21 1.093
88 H 9.04 3.05 2.38  C19 1.091
89 H 1.75 -6.61 -2.92  C32 1.088
90 H 5.47 -1.54 2.61  C34 1.095
91 H 3.86 5.73 -0.31  C31 1.092
92 H -9.63 -1.14 -3.63  O5 0.962
93 H 0.67 2.02 -1.74  C24 1.091
94 H 5.04 0.72 0.57  C26 1.093
95 H -6.80 -1.52 -1.39  C28 1.092
96 H 4.52 4.20 5.20  C27 1.089
97 H -2.20 -3.01 -0.03  O10 0.964
98 H 2.51 -0.04 3.78  C23 1.096
99 H 2.94 6.54 0.98  C31 1.092
100 H -3.02 0.60 -3.29  C20 1.094
101 H 1.66 3.65 -6.46  C29 1.092

Its LUMO energy is -1.96 eV. For the largest force on an atom, the calculation gives 0.85 eV/Å. Its total charge is +1. The value obtained for the HOMO-LUMO gap is 8.92 eV.

Results of the Mulliken charge analysis, in e, for atoms 1 through 5: number 1, S, carries 1.11; number 2, O, carries -0.41; number 3, O, carries -0.46; number 4, O, carries -0.49; number 5, O, carries -0.49


# 3
Entry from the OMol25 dataset: the ion C4H6N5 with charge +1 in a non-equilibrium geometry (wB97M-V/def2-TZVPD).

Last columns: bonded neighbours and bond lengths (Å).
Cartesian coordinates (Å):
1 N -3.03 0.62 0.02  N5 1.143
2 N 1.74 0.04 -0.07  C8 1.305, C9 1.434, H14 1.000
3 N -0.79 0.82 0.10  N4 1.385, C6 1.311
4 N 0.24 1.74 0.04  N3 1.385, C8 1.307, H11 1.010
5 N -2.82 -0.50 0.05  N1 1.143, C7 1.330
6 C -0.61 -0.48 0.11  N3 1.311, C7 1.411, C9 1.513
7 C -1.76 -1.30 0.07  N5 1.330, C6 1.411, H12 1.080
8 C 1.45 1.30 -0.19  N2 1.305, N4 1.307, H13 1.122
9 C 0.80 -1.03 0.11  N2 1.434, C6 1.513, H10 1.071, H15 1.031
10 H 0.98 -1.60 -0.78  C9 1.071
11 H 0.12 2.71 0.30  N4 1.010
12 H -1.95 -2.31 0.41  C7 1.080
13 H 2.25 2.00 -0.57  C8 1.122
14 H 2.53 -0.35 -0.54  N2 1.000
15 H 0.85 -1.66 0.93  C9 1.031

Its LUMO energy is -4.18 eV. For the largest force on an atom, the calculation gives 2.99 eV/Å. Its energy above the lowest of the compared OMol25 structures with the same formula, charge and spin is 60.63 kcal/mol. Its total charge is +1. The value obtained for the HOMO-LUMO gap is 8.56 eV.

Results of the Mulliken charge analysis, in e, for atoms 1 through 5: number 1, N, carries -0.29; number 2, N, carries -0.16; number 3, N, carries -0.53; number 4, N, carries -0.11; number 5, N, carries 0.42